*w*
Molecular formula: H14O7
Method: DFT, ωB97M-V/def2-TZVPD

**HOMO energy**: -0.402 Eh
**HOMO-LUMO gap**: 0.417 Eh
**Structure (SMILES)**: O.O.O.O.O.O.O

Structure (ORCA input):
```
! wB97M-V def2-TZVPD RIJCOSX def2/J DEFGRID3
* xyz 0 1
O 0.2972 0.0521 0.8427
H -0.3556 0.0611 1.5827
H -1.6995 1.1232 2.8125
O -1.4537 -0.3632 -1.1623
H 1.4793 0.9165 -1.6333
O -1.8096 0.1671 2.6924
O -3.5492 -0.0945 0.6365
H 1.9265 -0.9786 0.7617
H 0.5233 1.0261 -0.4067
O 0.5700 1.3426 -1.3730
H -2.8710 -0.3817 -0.0071
H 3.0540 -0.4013 -1.3338
O 3.0417 0.0037 -2.2164
O 2.9435 -0.9326 0.5979
H -4.0821 -0.8620 0.9917
H 3.1941 -1.8634 0.5511
H -0.9293 0.3867 -1.5913
H -1.3864 -1.0471 -1.8158
H -0.3172 -0.2527 0.1567
H -2.5114 0.0946 1.9454
H 3.6565 0.7760 -2.1558
*
```

*x*
Molecular formula: H14O7
Method: DFT, ωB97M-V/def2-TZVPD

**HOMO energy**: -0.394 Eh
**HOMO-LUMO gap**: 0.410 Eh
**Structure (SMILES)**: O.O.O.O.O.O.O

Structure (ORCA input):
```
! wB97M-V def2-TZVPD RIJCOSX def2/J DEFGRID3
* xyz 0 1
O -0.8167 1.9695 -0.3015
H -0.0989 1.6904 0.2499
O -2.5726 0.0543 -0.0954
H -0.4502 2.7855 -0.6012
O 0.8980 1.0574 1.3892
H -0.1656 -0.3030 -2.8688
O 2.9438 -0.0242 -0.2529
H 0.4728 0.4305 1.9077
H -1.4606 -0.7088 1.0474
O -0.6603 -0.3768 -2.0642
H -2.3491 -0.3768 -0.9698
H -1.3639 -1.6635 2.2964
H -0.5825 0.5176 -1.7275
H 3.5757 -0.4098 0.3257
H -2.0914 0.8950 -0.1966
H 0.5837 -1.6020 0.7071
H 2.3554 -0.7833 -0.5960
H 1.5385 0.5918 0.8971
O -0.8130 -1.1059 1.7536
O 0.9009 -1.5427 -0.2365
H 0.1562 -1.0952 -0.6640
*
```

Winner for stability: *x*

*w*
Molecular formula: H14O7
Method: DFT, ωB97M-V/def2-TZVPD

**HOMO energy**: -0.393 Eh
**HOMO-LUMO gap**: 0.399 Eh
**Structure (SMILES)**: O.O.O.O.O.O.O

Structure (ORCA input):
```
! wB97M-V def2-TZVPD RIJCOSX def2/J DEFGRID3
* xyz 0 1
H 19.4515 14.2950 6.6357
O 20.8014 13.0449 6.1539
O 18.0889 13.6473 9.0320
H 15.6450 12.8651 5.8590
H 16.6959 12.3665 5.0689
H 17.2046 13.6475 9.3355
H 18.2254 14.4142 8.4748
H 18.4919 15.3824 3.3558
O 16.5806 12.6824 5.9607
O 18.5600 14.5658 6.4330
H 19.0624 12.0939 8.5507
H 17.9040 13.8367 6.5242
H 20.6289 12.0956 6.1926
O 17.1113 17.5270 5.9449
H 21.2230 13.1552 7.0154
H 17.7481 14.9669 4.6674
H 19.2557 10.7179 8.0266
O 17.6749 15.4306 3.8348
O 19.6864 11.3782 8.5585
H 17.2718 16.9203 5.2350
H 17.9234 17.9561 6.1266
*
```

*x*
Molecular formula: H14O7
Method: DFT, ωB97M-V/def2-TZVPD

**HOMO energy**: -0.415 Eh
**HOMO-LUMO gap**: 0.425 Eh
**Structure (SMILES)**: O.O.O.O.O.O.O

Structure (ORCA input):
```
! wB97M-V def2-TZVPD RIJCOSX def2/J DEFGRID3
* xyz 0 1
O -0.3183 0.8492 4.8660
H -3.7118 1.6567 2.3534
H 0.7397 -0.1471 -0.2815
H 4.2686 -1.0057 0.6164
H 1.8108 -4.2294 -1.7364
H -0.5254 1.7822 4.8121
O 1.3447 0.7921 -4.6861
H -1.8707 2.4395 -1.6230
O -3.6121 0.7077 2.4287
H -1.6365 3.6856 -2.4501
H -0.6288 -0.0329 0.3558
H 0.9933 -4.4253 -0.4773
H -4.4233 0.4133 2.8429
O -2.3286 3.1746 -2.0305
O -0.1317 0.2238 -0.4209
H -1.1165 0.4089 4.5740
H 0.7297 0.6376 -3.9690
O 1.8703 -4.1920 -0.7818
H 1.9727 0.0725 -4.6228
O 3.4357 -0.9520 0.1479
H 3.1383 -1.8595 0.0822
*
```

Winner for stability: *w*

*w*
Molecular formula: H14O7
Method: DFT, ωB97M-V/def2-TZVPD

**HOMO energy**: -0.395 Eh
**HOMO-LUMO gap**: 0.408 Eh
**Structure (SMILES)**: O.O.O.O.O.O.O

Structure (ORCA input):
```
! wB97M-V def2-TZVPD RIJCOSX def2/J DEFGRID3
* xyz 0 1
H 0.4059 -2.5523 1.9763
O -2.4897 0.6056 -0.9597
H -0.7570 -1.3732 1.6679
H -3.4083 0.6173 -1.1938
H 2.5315 0.0585 -2.2485
H -0.0162 2.2666 0.9147
O 1.9076 0.0206 0.6542
H 0.3083 -1.4921 -0.6957
H 1.5813 -0.8021 0.9369
H -0.1197 -0.0938 -1.2744
H -1.7254 0.1990 2.0340
O 3.0716 0.7264 -1.8253
H 0.3986 0.9061 0.5254
O -0.3154 1.4900 0.3490
H 1.9696 -0.0059 -0.2452
O -2.0845 -0.5026 1.4953
H 2.7911 1.5486 -2.1990
H -2.1559 -0.2273 0.6090
O 0.4149 -0.8568 -1.4580
H -2.3233 1.3880 -0.3740
O 0.0150 -1.9206 1.3110
*
```

*x*
Molecular formula: H14O7
Method: DFT, ωB97M-V/def2-TZVPD

**HOMO energy**: -0.414 Eh
**HOMO-LUMO gap**: 0.429 Eh
**Structure (SMILES)**: O.O.O.O.O.O.O

Structure (ORCA input):
```
! wB97M-V def2-TZVPD RIJCOSX def2/J DEFGRID3
* xyz 0 1
H 3.2584 -0.4312 0.5344
H -1.4441 0.5328 1.4937
O -0.0128 0.2923 0.3135
H -0.4191 -0.5991 -0.1222
H -2.7492 1.2635 1.1153
H 3.4072 1.2905 -2.2300
H -0.2678 1.1678 -1.2927
H 0.4201 2.2173 -2.1992
O -2.2875 0.8533 1.8695
H -1.6355 -2.3616 0.1157
O -1.1275 -1.9800 -0.6670
H -1.3810 -2.0632 2.0981
H 1.9606 1.0751 -1.8903
H 2.7456 0.8780 0.3632
O 0.0094 1.3778 -2.2153
O 2.7992 1.2880 -1.4893
O 2.6866 0.0974 1.0311
H -1.7650 -1.5458 -1.2159
H -2.7460 -1.2615 1.9315
O -2.3261 -2.1062 1.8453
H 0.8746 0.0151 0.6108
*
```

Winner for stability: *x*

*w*
Molecular formula: H14O7
Method: DFT, ωB97M-V/def2-TZVPD

**HOMO energy**: -0.385 Eh
**HOMO-LUMO gap**: 0.386 Eh
**Structure (SMILES)**: O.O.O.O.O.O.O

Structure (ORCA input):
```
! wB97M-V def2-TZVPD RIJCOSX def2/J DEFGRID3
* xyz 0 1
H 17.1260 19.0390 5.9150
H 17.5200 17.3000 3.9070
H 17.5390 18.8090 3.4640
H 20.4770 15.1990 3.2550
H 16.7330 17.5760 6.3070
H 18.0220 15.5250 4.7080
H 21.4180 13.0310 4.2540
H 19.5820 15.8400 6.5960
H 17.3280 14.5320 3.8100
O 20.5840 13.3210 4.5920
O 20.8240 13.7860 7.2630
H 20.4950 13.2460 5.5410
O 17.3710 18.2730 6.4590
H 18.8160 17.2300 6.3470
H 20.1160 13.4480 7.7780
H 20.6020 16.4230 4.0440
O 17.3360 17.9280 3.1730
O 19.2070 16.4060 5.9490
H 21.6380 13.4740 7.7060
O 17.1890 15.1460 4.4710
O 20.7020 16.1010 3.1590
*
```

*x*
Molecular formula: H14O7
Method: DFT, ωB97M-V/def2-TZVPD

**HOMO energy**: -0.396 Eh
**HOMO-LUMO gap**: 0.395 Eh
**Structure (SMILES)**: O.O.O.O.O.O.O

Structure (ORCA input):
```
! wB97M-V def2-TZVPD RIJCOSX def2/J DEFGRID3
* xyz 0 1
H 1.9079 2.3424 0.4396
O -0.9904 2.1895 -1.4010
H 3.4343 -3.4064 -0.6613
H -1.9426 -2.1221 2.5594
H 0.7429 -1.8156 -2.8106
O 2.7311 -3.5009 -0.0571
O -1.8827 3.1594 1.3168
H 2.2699 -2.0562 -2.6296
H -1.2191 2.5187 0.9789
H -1.3406 2.0975 -2.2855
O 1.2823 2.1723 -0.2297
H -0.4612 -2.0634 1.8958
O 1.4336 -2.3886 -2.4065
O -1.7014 0.2583 0.3632
H -2.1099 -0.3612 0.9542
H -0.7723 -0.1604 0.3830
H -1.7039 2.0663 -0.8261
H -1.4283 3.5696 2.0505
O -1.1383 -1.5405 2.3508
H 2.2907 -2.6359 -0.3369
H 0.5981 1.6771 0.3522
*
```

*y*
Molecular formula: H14O7
Method: DFT, ωB97M-V/def2-TZVPD

**HOMO energy**: -0.420 Eh
**HOMO-LUMO gap**: 0.418 Eh
**Structure (SMILES)**: O.O.O.O.O.O.O

Structure (ORCA input):
```
! wB97M-V def2-TZVPD RIJCOSX def2/J DEFGRID3
* xyz 0 1
H -2.4343 -1.8726 -0.3668
H 4.6951 -1.5350 -0.9771
O -2.6039 -2.7299 -0.7296
O 1.5622 -1.1046 2.1216
H 0.3687 1.2571 -0.3737
O 1.1925 0.9044 -0.4752
H -3.6015 1.0675 -1.3067
H 1.0860 -0.0601 -0.6722
O -4.0243 0.4640 -1.9587
H -1.1244 -0.0863 1.9861
H 0.9488 4.9051 1.0484
O -1.7741 -0.6780 2.5079
H 1.7644 -1.6746 2.8739
H -3.4198 -3.0539 -0.4371
O 5.4393 -1.3865 -1.5723
H 1.3213 -1.6219 1.4052
H 0.8746 5.1370 -0.3479
H 5.5791 -2.1781 -2.1963
O 0.5202 4.5661 0.3322
H -4.2557 0.9603 -2.7313
H -2.1141 -1.2801 1.8697
*
```

*z*
Molecular formula: H14O7
Method: DFT, ωB97M-V/def2-TZVPD

**HOMO energy**: -0.346 Eh
**HOMO-LUMO gap**: 0.346 Eh
**Structure (SMILES)**: O.O.O.O.O.O.O

Structure (ORCA input):
```
! wB97M-V def2-TZVPD RIJCOSX def2/J DEFGRID3
* xyz 0 1
H -4.8061 -0.6387 -0.1856
H 0.0613 0.9843 0.3780
H 2.3185 -1.1784 0.8437
H 5.2776 -0.7097 -0.1008
H -3.8813 -0.0442 0.8638
O -0.6988 -1.8066 -0.6501
O -0.1443 0.2513 -0.2131
H 2.0790 3.2981 0.5346
H -2.0600 0.8252 0.0822
O -4.7443 0.0804 0.4531
O 1.9582 4.1099 0.0294
H -0.7526 -2.7227 -0.9447
H -3.1425 0.9724 -0.9746
O 1.5073 -1.6679 1.0210
H 2.7804 4.5945 0.1641
O -2.7610 0.3342 -0.3612
H -1.2819 -1.7722 0.1166
H 3.8348 -1.1313 0.1245
H -0.1467 0.6509 -1.0902
H 1.7621 -2.5911 0.9128
O 4.6276 -1.3686 -0.3697
*
```

Winner for stability: *w*

*w*
Molecular formula: H14O7
Method: DFT, ωB97M-V/def2-TZVPD

**HOMO energy**: -0.392 Eh
**HOMO-LUMO gap**: 0.400 Eh
**Structure (SMILES)**: O.O.O.O.O.O.O

Structure (ORCA input):
```
! wB97M-V def2-TZVPD RIJCOSX def2/J DEFGRID3
* xyz 0 1
O 0.3423 1.5084 -1.7547
H -0.1125 -0.0809 -4.6232
H 1.0264 1.0204 -2.2267
H -0.1168 -1.0352 -0.9569
H -1.3169 2.0149 1.5488
O -2.6579 -0.6515 1.2877
H -1.7374 -0.9053 1.1562
H 1.7058 -2.2074 2.3085
H 1.3135 -0.9194 1.6033
H -1.5449 0.1169 -5.0915
O -0.9651 1.4533 2.2487
H -1.3645 1.8031 3.0531
H 3.4514 -0.1368 1.0971
H -1.3951 -0.3616 -0.4856
O -1.0689 -1.0231 -1.1061
H 0.7743 2.3319 -1.5012
O 2.0681 -1.3692 1.9999
O -1.0106 -0.3987 -4.4769
H 3.3995 1.2306 1.7587
H -3.0960 -1.4754 1.5291
O 3.1689 0.3063 1.9051
*
```

*x*
Molecular formula: H14O7
Method: DFT, ωB97M-V/def2-TZVPD

**HOMO energy**: -0.402 Eh
**HOMO-LUMO gap**: 0.411 Eh
**Structure (SMILES)**: O.O.O.O.O.O.O

Structure (ORCA input):
```
! wB97M-V def2-TZVPD RIJCOSX def2/J DEFGRID3
* xyz 0 1
H 1.5700 0.9083 0.7666
O -1.8135 -3.2460 -0.3177
H 0.5387 -2.3161 -0.6569
O 1.9677 0.8514 -0.1161
H 1.7905 1.6369 -0.7103
H -1.6764 -2.3668 -0.4758
O -4.9522 0.4409 -0.1210
H 4.6475 -1.2329 -0.1848
O 1.0666 -2.0422 0.0832
H 1.4501 4.2971 -0.2084
O -0.9020 1.1874 1.1579
H -5.6737 0.7492 0.3573
O 3.7614 -1.1570 0.0838
H -1.4067 0.3809 1.0853
O 0.6376 3.8225 -0.5946
H -4.3857 1.2404 -0.4294
H 1.9486 -2.3089 -0.0491
H -0.1936 1.0864 0.5864
H 0.9072 3.1074 -1.1710
H -1.3032 -3.5467 -1.0992
H 3.6624 -0.4915 0.7853
*
```

*y*
Molecular formula: H14O7
Method: DFT, ωB97M-V/def2-TZVPD

**HOMO energy**: -0.392 Eh
**HOMO-LUMO gap**: 0.382 Eh
**Structure (SMILES)**: O.O.O.O.O.O.O

Structure (ORCA input):
```
! wB97M-V def2-TZVPD RIJCOSX def2/J DEFGRID3
* xyz 0 1
H 1.7146 -0.8400 2.0807
H 0.5416 -1.7917 -3.5271
H -2.2888 -0.8355 0.6017
H 2.1291 0.6140 2.0042
O -0.3868 -0.6414 -0.1902
H 0.3789 -0.5250 0.3723
O -0.5447 0.5388 3.5042
H -0.7170 1.4767 3.5876
H 2.5839 0.3211 -1.0293
H -1.2703 2.2363 -1.2054
H 0.0782 0.4727 2.7805
H 3.4455 1.5586 -0.8946
H -0.1949 -1.2192 -4.7194
O -1.8316 1.7823 -0.5769
H -0.2132 -1.4531 -0.6669
O -3.1828 -1.1748 0.6469
O 0.5836 -1.7224 -4.4809
O 2.5341 1.2749 -0.9662
O 1.5363 -0.0258 1.6100
H -3.4724 -0.9702 1.5359
H -1.4233 0.9236 -0.4671
*
```

*z*
Molecular formula: H14O7
Method: DFT, ωB97M-V/def2-TZVPD

**HOMO energy**: -0.386 Eh
**HOMO-LUMO gap**: 0.395 Eh
**Structure (SMILES)**: O.O.O.O.O.O.O

Structure (ORCA input):
```
! wB97M-V def2-TZVPD RIJCOSX def2/J DEFGRID3
* xyz 0 1
H 2.0200 -0.7232 0.0248
O -0.4536 -0.5202 1.7130
H 0.3667 -1.0059 1.4772
O -2.7873 -0.4840 0.1265
H -2.1895 -0.6820 0.9662
H -0.2719 1.8057 -0.1612
H -1.0553 -1.7850 -0.8217
O 1.8473 -1.5513 0.5015
O -0.0354 2.1483 0.7478
H -0.1804 0.4378 1.6422
H 0.4013 -2.0796 -0.8645
O -0.2996 -1.5823 -1.3365
O -0.8328 0.8938 -1.6055
H 2.6350 -1.8556 1.0246
H 2.7303 0.8522 -1.1652
H -3.5588 -0.1304 0.5319
H -0.2704 0.0882 -1.4958
H -0.4303 3.0511 0.8802
H -1.6323 0.4885 -1.3092
O 1.9486 0.8720 -0.6344
H 2.0482 1.7618 -0.2418
*
```

Winner for stability: *z*

*w*
Molecular formula: H14O7
Method: DFT, ωB97M-V/def2-TZVPD

**HOMO energy**: -0.384 Eh
**HOMO-LUMO gap**: 0.381 Eh
**Structure (SMILES)**: O.O.O.O.O.O.O

Structure (ORCA input):
```
! wB97M-V def2-TZVPD RIJCOSX def2/J DEFGRID3
* xyz 0 1
H 21.8280 15.8800 13.0040
H 18.2470 17.1020 14.5460
H 20.6750 16.0560 15.0050
O 20.0890 17.0260 17.7750
O 22.5210 15.2040 12.8170
H 21.6230 17.9170 15.2970
H 24.0060 14.6540 16.7430
H 19.9750 17.0790 18.7150
H 20.1610 20.2580 14.7560
H 23.4850 15.7920 15.8230
O 20.7070 19.5090 14.6280
O 20.0770 15.3080 14.7980
H 20.3650 14.4940 15.1860
H 19.4810 17.6530 17.3850
H 18.9590 18.3780 14.8130
H 21.0060 19.6710 13.7520
H 22.5140 14.5390 13.5170
H 21.6070 17.4080 16.6230
O 23.9260 14.9450 15.8420
O 18.5230 17.8970 14.1480
O 21.7860 17.0880 15.7470
*
```

*x*
Molecular formula: H14O7
Method: DFT, ωB97M-V/def2-TZVPD

**HOMO energy**: -0.403 Eh
**HOMO-LUMO gap**: 0.407 Eh
**Structure (SMILES)**: O.O.O.O.O.O.O

Structure (ORCA input):
```
! wB97M-V def2-TZVPD RIJCOSX def2/J DEFGRID3
* xyz 0 1
H 1.2857 -1.9340 -1.4669
O 0.8748 -1.2468 -0.9190
H 0.1202 1.0487 1.3259
H -1.2969 -0.6873 1.6646
O 2.9192 0.0983 0.5883
O -0.1024 1.1239 -1.8112
H 1.5872 -0.8158 -0.3573
H -1.9584 0.5377 0.9322
H 2.3272 0.8837 0.5204
O -2.6646 0.9981 -0.7843
H -1.7281 1.0906 -1.1639
H -0.2310 -1.9904 0.2614
O -1.4859 0.2956 1.7150
H 3.6236 0.2545 -0.0297
H -1.2859 -2.9782 0.9032
O -0.6423 -2.2371 1.0753
H -2.7184 0.0608 -1.0012
H 0.4464 1.3541 -1.0234
H 0.1114 2.3015 0.6241
O 0.6676 1.6197 0.8139
H 0.1505 0.2225 -1.8675
*
```

Winner for stability: *x*